Model P:
C51H59Cl2N2 | the ωB97M-V functional and the def2-TZVPD basis

XYZ file:
```
114
Properties=species:S:1:pos:R:3:mulliken_charge:R:1
Cl -4.19 0.87 -6.47 -0.1920
C -2.74 0.52 -5.63 0.2590
C -2.25 -0.79 -5.62 -0.9395
C -1.12 -1.09 -4.86 -0.3210
C -0.40 -0.07 -4.18 0.6729
C 0.89 -0.30 -3.54 -0.1225
C 2.09 -0.07 -4.27 0.7162
C 3.25 -0.86 -4.02 -0.1345
C 4.43 -0.64 -4.73 -0.8753
C 4.49 0.41 -5.67 0.4249
Cl 5.96 0.75 -6.47 -0.1391
C 3.34 1.15 -6.00 -1.0373
C 2.15 0.90 -5.33 -0.2194
C -0.90 1.26 -4.27 0.0530
C -2.05 1.55 -4.99 -1.1145
H -2.76 -1.57 -6.19 0.4590
H -0.73 -2.11 -4.83 0.6042
H 0.95 -0.87 -2.62 -0.1141
H 3.16 -1.69 -3.31 0.5060
H 5.29 -1.28 -4.57 0.4286
H 3.39 1.89 -6.80 0.4217
H 1.24 1.43 -5.61 0.5557
H -0.33 2.05 -3.79 0.6197
H -2.41 2.57 -5.07 0.4510
C -0.04 -3.62 2.41 -1.7704
C 0.59 -3.85 1.04 2.1821
C 2.01 -3.29 1.01 -2.0205
C 0.68 -5.37 0.88 -1.8616
C -0.21 -3.25 -0.14 0.0036
C 0.17 -3.73 -1.40 -0.4118
C -0.67 -3.53 -2.50 -1.5312
C -1.87 -2.86 -2.31 0.1265
C -2.17 -2.16 -1.12 -0.3851
C -3.50 -1.35 -1.20 2.2823
C -3.99 -0.64 0.05 -2.0935
C -4.63 -2.31 -1.63 -1.9332
C -3.34 -0.26 -2.25 -0.8401
C -1.21 -2.25 -0.07 -0.3731
N -1.14 -1.25 0.98 1.4758
C -0.16 -0.28 1.10 0.5344
C 0.82 -0.07 0.14 -0.2507
C 2.08 0.58 0.46 1.2260
C 2.63 0.40 1.76 -0.0602
C 3.68 1.19 2.20 -0.9137
C 4.27 2.10 1.32 -0.7678
C 3.82 2.21 0.00 -0.9327
C 2.75 1.43 -0.45 -0.0044
N -0.53 0.53 2.16 2.2191
C 0.11 1.72 2.66 -0.1076
C 0.20 2.89 1.85 -0.1891
C -0.84 3.32 0.76 2.5444
C -0.46 4.66 0.13 -2.3874
C -2.21 3.48 1.44 -1.8202
C -0.97 2.33 -0.39 -0.3014
C 1.17 3.84 2.19 -0.0462
C 1.61 3.95 3.51 -1.5394
C 1.16 3.00 4.42 -0.6722
C 0.58 1.79 4.01 0.2382
C 0.47 0.74 5.15 2.1277
C 1.70 0.85 6.08 -1.6539
C 0.44 -0.72 4.72 -1.6692
C -0.76 1.08 6.00 -1.6832
C -1.70 0.00 2.72 -1.5395
C -2.00 -1.13 2.06 -1.0981
H -1.08 -3.96 2.44 0.2594
H 0.53 -4.22 3.14 0.6106
H 0.02 -2.58 2.74 0.1842
H 2.55 -3.64 0.13 0.3361
H 2.01 -2.20 1.00 0.6319
H 2.56 -3.63 1.91 0.4403
H 1.24 -5.67 -0.01 0.3538
H 1.18 -5.81 1.75 0.4862
H -0.33 -5.81 0.81 0.4151
H 1.10 -4.28 -1.53 0.4821
H -0.40 -3.93 -3.48 0.6108
H -2.59 -2.85 -3.14 0.3472
H -3.34 0.18 0.35 0.3360
H -4.96 -0.18 -0.19 0.6023
H -4.16 -1.32 0.88 0.3592
H -4.46 -2.76 -2.61 0.3236
H -4.72 -3.12 -0.88 0.4396
H -5.59 -1.78 -1.67 0.4296
H -3.02 -0.65 -3.21 -0.0819
H -4.28 0.29 -2.41 0.6658
H -2.59 0.48 -1.92 -0.2218
H 0.59 -0.38 -0.86 -1.4397
H 2.18 -0.35 2.41 0.2025
H 4.04 1.09 3.23 0.3434
H 5.07 2.74 1.68 0.4211
H 4.32 2.90 -0.69 0.4349
H 2.39 1.49 -1.48 0.3122
H 0.52 4.60 -0.36 0.4614
H -1.19 4.94 -0.64 0.3942
H -0.43 5.47 0.88 0.4955
H -2.57 2.53 1.85 0.2255
H -2.14 4.21 2.26 0.4216
H -2.96 3.83 0.72 0.4207
H -1.43 1.39 -0.07 -1.2486
H -1.61 2.76 -1.18 0.9903
H 0.01 2.12 -0.83 -0.1921
H 1.53 4.58 1.47 0.4262
H 2.24 4.78 3.83 0.4408
H 1.33 3.20 5.48 0.3467
H 1.69 1.77 6.67 0.4482
H 1.71 0.02 6.79 0.4456
H 2.63 0.81 5.51 0.2979
H -0.54 -1.03 4.34 0.2776
H 1.21 -0.94 3.98 0.1010
H 0.64 -1.36 5.59 0.6032
H -1.69 1.02 5.42 0.2399
H -0.83 0.38 6.84 0.4651
H -0.67 2.09 6.40 0.3864
H -2.19 0.47 3.55 0.3538
H -2.77 -1.86 2.24 0.8494
```

Summary:
Charge: +1
Highest occupied orbital energy: -8.475 eV
Orbital gap: 0.104 hartree


Model Q:
C51H59Cl2N2 | the ωB97M-V functional and the def2-TZVPD basis

XYZ file:
```
114
Properties=species:S:1:pos:R:3:mulliken_charge:R:1
Cl -3.38 0.99 -6.18 -0.2039
C -2.14 0.66 -5.04 -0.2700
C -1.53 -0.60 -5.01 -1.1247
C -0.59 -0.88 -4.03 -0.1215
C -0.32 0.05 -3.01 0.0375
C 0.71 -0.33 -1.93 1.5863
C 2.10 -0.33 -2.64 -0.0456
C 3.11 -1.19 -2.20 -0.0219
C 4.41 -1.07 -2.68 -0.9508
C 4.71 -0.06 -3.61 0.1472
Cl 6.32 0.16 -4.14 -0.2116
C 3.68 0.72 -4.15 -1.0716
C 2.38 0.56 -3.69 -0.0300
C -0.76 1.36 -3.18 0.6787
C -1.71 1.67 -4.16 -1.3782
H -1.79 -1.34 -5.76 0.4801
H -0.04 -1.82 -4.05 0.7546
H 0.52 -1.39 -1.67 -0.7803
H 2.87 -1.96 -1.46 -0.0566
H 5.20 -1.72 -2.32 0.4568
H 3.90 1.45 -4.92 0.4628
H 1.57 1.15 -4.12 0.3269
H -0.27 2.17 -2.64 0.7379
H -2.10 2.68 -4.26 0.5028
C -0.21 -3.55 2.10 -1.6530
C 0.45 -3.82 0.75 1.6858
C 1.81 -3.14 0.68 -1.7284
C 0.62 -5.35 0.69 -1.7901
C -0.37 -3.32 -0.46 0.2162
C -0.12 -3.97 -1.68 0.1650
C -1.00 -3.82 -2.74 -1.9652
C -2.14 -3.04 -2.57 0.1421
C -2.38 -2.32 -1.40 0.0240
C -3.79 -1.66 -1.33 2.0677
C -4.34 -1.42 0.07 -1.6195
C -4.83 -2.57 -2.01 -1.8394
C -3.73 -0.33 -2.08 -1.1064
C -1.30 -2.24 -0.47 -0.7200
N -1.14 -1.11 0.43 2.0326
C -0.23 -0.08 0.46 0.8082
C 0.65 0.45 -0.65 1.2043
C 2.02 1.02 -0.17 1.5858
C 2.75 0.44 0.86 0.9412
C 4.04 0.90 1.16 -1.1897
C 4.59 1.96 0.45 -1.0125
C 3.85 2.58 -0.55 -0.9939
C 2.57 2.11 -0.86 0.2406
N -0.48 0.64 1.61 2.0070
C 0.20 1.82 2.11 -0.4709
C 0.00 3.07 1.46 -0.5300
C -1.36 3.53 0.87 2.0988
C -1.35 5.05 0.61 -2.2678
C -2.49 3.23 1.86 -1.5251
C -1.67 2.88 -0.46 -0.6444
C 1.08 3.96 1.47 0.0024
C 2.11 3.80 2.38 -1.4844
C 2.07 2.75 3.29 -0.2321
C 1.07 1.78 3.24 0.0902
C 0.93 0.84 4.49 2.2943
C 2.14 0.96 5.42 -2.1089
C 0.84 -0.65 4.15 -1.6154
C -0.29 1.29 5.30 -1.6238
C -1.54 0.02 2.29 -1.7297
C -1.88 -1.07 1.61 -1.8072
H -1.25 -3.90 2.10 0.2738
H 0.33 -4.10 2.88 0.5664
H -0.17 -2.50 2.37 0.0554
H 2.40 -3.52 -0.17 0.3882
H 1.68 -2.06 0.54 0.0685
H 2.40 -3.30 1.60 0.6247
H 1.20 -5.69 -0.17 0.3467
H 1.15 -5.70 1.59 0.4676
H -0.36 -5.83 0.67 0.3926
H 0.75 -4.62 -1.79 0.4101
H -0.81 -4.31 -3.70 0.3784
H -2.85 -2.99 -3.40 0.2035
H -3.84 -0.59 0.58 0.2254
H -5.40 -1.14 -0.01 0.4726
H -4.27 -2.33 0.67 0.3317
H -4.68 -2.67 -3.09 0.3391
H -4.82 -3.56 -1.54 0.4152
H -5.84 -2.15 -1.87 0.4671
H -3.45 -0.48 -3.13 -0.0277
H -4.71 0.17 -2.05 0.6855
H -2.99 0.34 -1.63 -0.1692
H 0.11 1.38 -0.84 -1.4693
H 2.29 -0.37 1.43 -0.5552
H 4.60 0.43 1.98 0.4412
H 5.59 2.33 0.69 0.4204
H 4.25 3.43 -1.11 0.5056
H 2.00 2.60 -1.66 0.1742
H -0.61 5.32 -0.16 0.5142
H -2.33 5.36 0.24 0.4154
H -1.14 5.62 1.52 0.4062
H -2.60 2.15 2.02 0.0205
H -2.30 3.72 2.82 0.4124
H -3.44 3.61 1.45 0.4697
H -1.70 1.78 -0.38 -0.6343
H -2.65 3.20 -0.83 0.8405
H -0.93 3.18 -1.21 0.2233
H 1.09 4.81 0.79 0.2950
H 2.94 4.51 2.39 0.4246
H 2.86 2.70 4.03 0.4839
H 2.24 1.97 5.84 0.4677
H 2.03 0.27 6.27 0.4391
H 3.07 0.69 4.89 0.4250
H -0.17 -0.94 3.85 0.3354
H 1.55 -0.92 3.36 0.1219
H 1.08 -1.25 5.04 0.5427
H -1.22 1.28 4.71 0.2481
H -0.44 0.64 6.17 0.4068
H -0.14 2.32 5.66 0.4244
H -1.94 0.41 3.20 0.5664
H -2.58 -1.84 1.87 0.8660
```

Summary:
Charge: +1
Highest occupied orbital energy: -10.714 eV
Orbital gap: 0.304 hartree


Short version: model Q is the most stable of them.


Model P:
H80O40 | the ωB97M-V functional and the def2-TZVPD basis

XYZ file:
```
120
Properties=species:S:1:pos:R:3:mulliken_charge:R:1
H -2.30 4.20 2.58 0.2767
H -3.74 3.52 2.18 0.3180
O -3.01 3.41 2.83 -0.6229
H 1.74 4.07 -3.76 0.2426
H 2.65 3.45 -5.12 0.3114
O 2.22 3.50 -4.19 -0.5589
H 2.49 -2.12 -3.77 0.2659
H 3.73 -1.82 -3.01 0.3100
O 3.39 -1.97 -3.81 -0.7635
H -4.08 1.40 4.93 0.3030
H -3.79 0.27 3.81 0.3387
O -4.46 0.60 4.55 -0.6759
H 3.11 -4.60 -1.76 0.2297
H 2.63 -6.02 -2.15 0.3262
O 3.47 -5.47 -2.19 -0.6960
H -5.63 1.66 -2.24 0.3649
O -5.34 1.26 -1.36 -0.6710
H 1.70 0.66 -3.44 -0.0678
O 1.84 1.07 -2.60 -0.0732
H -0.60 -6.61 -0.31 0.2696
H -1.34 -5.43 -1.12 0.2802
O -0.58 -5.94 -0.93 -0.5470
H 4.34 -1.86 3.56 0.2680
H 3.32 -2.03 2.22 0.4485
O 3.94 -1.40 2.79 -0.6829
H -3.26 -3.62 1.69 0.3124
H -3.42 -3.58 3.31 0.3168
O -3.87 -3.75 2.52 -0.6268
H -0.75 5.97 -1.99 0.2674
H -1.31 5.81 -0.74 0.2933
O -0.55 5.38 -1.24 -0.5307
H 1.90 -3.07 0.63 0.0260
O 2.70 -3.30 1.32 -0.7142
H -1.13 -1.88 4.41 0.2247
H -2.37 -2.09 3.40 0.2481
O -1.63 -2.39 3.80 -0.5832
H 5.14 -2.54 -1.65 0.2712
H 5.71 -2.19 -0.34 0.2867
O 5.90 -2.45 -1.11 -0.6071
H -0.42 1.87 6.04 0.3377
H -1.55 0.88 6.59 0.3054
O -1.40 1.73 6.17 -0.6938
H 0.51 -2.04 -3.41 0.1338
H 0.23 -1.33 -4.78 0.0813
O 0.72 -1.41 -4.00 -0.3154
H -3.58 -1.15 -4.02 0.2875
H -4.12 -0.87 -2.71 0.2784
O -3.81 -1.64 -3.19 -0.5510
H 1.50 0.85 -6.71 0.3133
H 0.26 0.08 -6.16 0.2763
O 1.10 -0.11 -6.54 -0.6061
H -1.50 -3.53 -0.32 0.1149
O -1.08 -3.17 0.44 0.2076
H 1.24 -0.32 6.11 0.2882
H 1.72 -0.29 4.65 0.2903
O 0.95 -0.62 5.22 -0.6153
H 3.38 5.73 2.11 0.3243
O 2.44 6.11 2.03 -0.6837
H -2.65 3.06 -3.53 0.3498
H -2.86 4.46 -2.80 0.2842
O -2.98 4.00 -3.64 -0.7042
H 1.34 1.30 1.86 0.2536
H 2.56 2.13 1.54 0.1890
O 1.88 1.98 2.26 -0.5847
H -1.27 -4.73 2.38 0.2924
H 0.13 -4.21 2.81 0.3410
O -0.50 -5.06 2.50 -0.6867
H -1.26 1.49 -5.43 0.3267
H -1.63 1.54 -4.10 0.1200
O -1.41 0.89 -4.68 -0.5100
H -0.51 -0.47 -1.39 0.0253
H 0.57 0.76 -1.52 0.2793
O -0.09 0.34 -0.99 -0.5772
H -5.37 0.11 1.74 0.3057
H -5.74 0.87 0.44 0.3337
O -5.79 1.01 1.45 -0.6181
H 0.84 2.36 3.66 0.1909
H 0.85 3.28 4.82 0.3040
O 0.69 2.35 4.68 -0.5018
H -3.51 1.62 2.34 0.4355
H -2.31 1.10 2.46 0.1915
O -3.21 0.67 2.18 -0.6446
H 2.76 2.82 -0.78 0.1615
H 2.53 4.16 -1.59 0.2337
O 2.31 3.50 -0.97 -0.4430
H -2.97 -3.94 -2.51 0.2188
H -3.10 -2.88 -1.33 0.1885
O -2.48 -3.60 -1.72 -0.6096
H 0.66 -0.29 0.28 -0.0731
O 1.17 -1.13 0.51 0.6097
H 1.81 -1.87 -1.28 -0.3136
H 3.35 -1.79 -0.84 -0.1895
O 2.57 -2.42 -1.07 1.3106
H -0.71 -3.85 0.93 0.2508
H -4.43 1.42 -1.66 0.2524
H 2.37 6.14 0.98 0.3418
H 2.73 0.91 -2.39 0.0972
H 2.67 -4.21 1.39 0.2803
H 1.18 -1.26 1.43 -0.0997
O 4.82 0.11 -3.13 -0.5509
H 5.07 0.72 -3.78 0.2277
H 4.68 -0.71 -3.70 0.3374
O 0.32 4.81 3.01 -0.6110
H 0.73 5.66 2.74 0.3088
H 0.80 4.13 2.51 0.3628
O -1.59 2.45 -2.27 0.3359
H -1.17 1.72 -1.88 0.1393
H -0.91 3.01 -1.95 0.0746
O -1.53 0.22 3.94 0.2318
H -1.50 0.77 4.68 0.3285
H -0.74 -0.23 4.24 -0.2608
O 4.47 -0.19 -0.18 -0.5743
H 3.89 0.58 -0.58 0.0759
H 5.15 -0.13 -0.80 0.3523
O 0.41 -3.93 -2.03 -0.6791
H 0.82 -4.46 -1.25 0.3262
H -0.47 -3.81 -1.59 -0.1157
O -2.34 3.84 0.14 -0.5999
H -2.28 2.87 0.39 0.2731
H -1.55 4.15 0.50 0.2526
```

Summary:
Highest occupied orbital energy: -9.466 eV
Orbital gap: 0.313 hartree


Model Q:
H80O40 | the ωB97M-V functional and the def2-TZVPD basis

XYZ file:
```
120
Properties=species:S:1:pos:R:3:mulliken_charge:R:1
H 0.32 0.37 1.80 0.3162
H -1.12 -0.50 2.15 -0.1581
O -0.06 -0.44 1.99 0.2608
H 4.36 1.59 4.94 0.1836
H 3.62 2.79 4.46 0.1481
O 3.81 1.91 4.38 -0.3756
H -4.52 0.88 -4.26 0.2312
H -4.40 -0.20 -3.11 0.2339
O -3.99 0.25 -3.83 -0.5359
H 0.65 5.81 -2.96 0.2427
H 0.00 5.13 -1.80 0.3064
O 0.06 5.86 -2.25 -0.5349
H 2.51 -3.60 1.51 0.3584
H 1.94 -4.77 2.48 0.2913
O 1.90 -4.47 1.59 -0.6851
H -1.98 1.40 2.52 0.2710
O -2.13 0.95 3.32 -0.9191
H 2.18 1.24 -3.94 0.2627
O 2.96 0.70 -4.27 -0.6896
H 1.65 5.19 0.77 0.1864
H 0.97 3.74 0.49 0.2186
O 1.03 4.53 1.00 -0.3577
H 3.81 -4.28 -0.91 0.3085
H 3.52 -4.64 -2.42 0.3037
O 4.18 -4.19 -1.80 -0.6247
H 2.09 1.84 1.43 0.2354
H 1.48 2.03 0.23 -0.3625
O 1.57 1.29 0.98 0.2548
H 2.26 4.70 -3.74 0.2306
H 1.44 3.66 -3.93 0.3601
O 2.33 3.87 -3.29 -0.6388
H -2.58 4.48 0.97 0.3044
O -1.84 4.70 0.25 -0.5396
H -3.89 -3.36 4.27 0.2958
H -2.44 -3.24 4.27 0.2755
O -3.29 -2.66 4.26 -0.5564
H -1.22 -4.67 -4.20 0.3710
H 0.13 -4.55 -3.96 0.2830
O -0.46 -5.19 -4.08 -0.6231
H -5.41 -0.31 0.12 0.3156
H -6.47 -1.10 0.83 0.3989
O -6.14 -0.83 -0.13 -0.7378
H 4.93 1.18 -1.37 0.3122
H 4.98 1.14 -3.06 0.2335
O 4.46 1.20 -2.28 -0.4329
H -2.08 -2.70 0.66 0.0004
H -2.82 -3.22 1.78 0.2704
O -2.50 -2.40 1.50 -0.0277
H -3.43 2.21 -1.83 0.2447
H -2.96 1.21 -0.56 0.4521
O -3.77 1.60 -1.12 -0.6384
H -0.84 -4.84 -0.98 0.2564
O -1.10 -4.03 -0.59 -0.6508
H -3.45 -3.74 -4.31 0.2775
H -2.57 -2.67 -3.53 0.3564
O -2.52 -3.34 -4.17 -0.6674
H -1.35 3.20 5.30 0.2065
O -0.85 2.64 4.87 -0.4314
H -4.40 0.15 3.96 0.2746
H -3.53 -0.03 2.68 0.5586
O -4.52 0.17 2.94 -0.7167
H 0.83 -0.40 0.00 0.0669
H 1.88 -1.04 -1.10 0.2561
O 0.99 -0.84 -0.87 -0.5170
H 3.09 -1.96 4.13 0.3335
H 1.80 -2.41 4.59 0.4351
O 2.75 -2.44 4.78 -0.7052
H 1.79 -0.49 4.77 0.2801
H 2.02 0.76 3.66 0.2078
O 2.03 -0.28 3.81 -0.5764
H 5.42 -3.64 1.39 0.2378
H 4.86 -2.46 0.86 0.2307
O 4.62 -3.29 0.96 -0.4513
H -4.55 -1.35 -1.26 0.2783
H -3.40 -2.63 -1.22 0.1964
O -3.68 -1.70 -1.52 -0.6121
H 5.69 3.12 2.33 0.2544
H 4.99 1.66 2.05 0.5956
O 5.71 2.31 1.85 -0.6470
H -4.19 3.49 0.37 0.3181
H -4.74 2.09 0.39 0.2817
O -4.39 2.79 0.97 -0.6068
H -2.32 0.53 -3.10 0.3132
H -2.47 -0.46 -1.94 -0.0480
O -1.70 0.04 -2.41 0.0374
H 2.66 4.82 4.02 0.2228
H 1.09 4.45 3.83 0.2964
O 1.86 4.91 3.54 -0.5505
H 3.73 0.30 3.19 0.3062
O 3.88 0.49 2.20 -0.8400
H -4.56 -2.38 1.25 0.3797
H -4.80 -1.60 2.55 0.3539
O -5.17 -2.14 1.99 -0.6834
H -0.98 -3.22 -1.01 0.2312
H -1.32 0.35 3.41 0.4089
H -1.47 2.04 4.66 0.2982
H 3.06 0.27 -3.42 0.2803
H -1.19 4.73 0.91 0.2018
H 3.26 0.07 1.65 0.0894
O 0.41 -2.45 -4.53 -0.6108
H 0.65 -1.79 -3.81 0.2701
H 0.86 -2.04 -5.34 0.2937
O -2.33 -0.97 -5.88 -0.6794
H -2.29 -1.90 -5.60 0.3639
H -3.15 -0.62 -5.47 0.3006
O 3.38 2.86 -0.68 -0.1922
H 4.02 3.45 -0.51 0.2571
H 3.24 3.31 -1.53 0.1047
O 0.33 -2.62 3.40 -0.7779
H 0.57 -1.80 2.95 0.3027
H 0.66 -3.28 2.81 0.4389
O 3.59 -1.04 -1.15 -0.5896
H 3.28 -1.17 -2.15 0.2956
H 3.87 -0.04 -1.03 0.2148
O -0.51 0.89 -5.62 -0.5844
H -0.89 1.17 -6.33 0.2029
H -0.86 -0.12 -5.45 0.4177
O -0.84 1.05 -0.25 -0.1401
H -1.46 0.51 0.05 -0.2389
H -0.61 0.62 -1.07 0.2087
```

Summary:
Highest occupied orbital energy: -10.508 eV
Orbital gap: 0.372 hartree


Short version: model P is the most stable of them.